Entry from the OMol25 dataset: a structure of composition C2Br4S2 (ωB97M-V/def2-TZVPD).

ORCA input file:
```
! RIJCOSX wB97M-V def2-TZVPD def2/J DEFGRID3
* xyz 0 1
C -0.71 0.56 -1.55
C 0.69 -0.53 1.62
S -1.50 -0.05 -0.26
S 1.37 0.87 1.19
Br 0.40 -0.43 -2.67
Br -0.62 2.51 -1.86
Br -0.68 -0.74 2.93
Br 1.06 -2.19 0.60
*
```

The energy above the lowest of the compared OMol25 structures with the same formula, charge and spin comes out at 18.8 kcal per mole. For the largest force on an atom, the calculation gives 2.3 eV/A. For the HOMO-LUMO gap, the calculation gives 7.891 eV.

Löwdin charges in e: number 1, C, carries -1.71; number 2, C, carries -1.75; number 3, S, carries 0.54; number 4, S, carries 0.59; number 5, Br, carries 0.64; number 6, Br, carries 0.55; number 7, Br, carries 0.61; number 8, Br, carries 0.53